1.
21
Properties=species:S:1:pos:R:3:nbo_charge:R:1 method="wB97M-V/def2-TZVPD" mol_weight_g_mol=98.19 gap_ha=0.3845 homo_ev=-9.4 smiles=C[C@@H]1[C@H](C)C1(C)C fmax_ev_per_a=0.202
C 2.098 -0.074 0.251 -0.614
C 0.807 -0.769 -0.124 -0.219
C -0.265 -0.297 -1.092 -0.215
C -0.219 0.974 -1.916 -0.614
C -0.519 -0.281 0.397 -0.061
C -0.570 1.065 1.095 -0.610
C -1.425 -1.321 1.020 -0.590
H 2.965 -0.610 -0.150 0.215
H 2.198 -0.066 1.345 0.209
H 2.161 0.964 -0.090 0.205
H 0.909 -1.855 -0.109 0.207
H -0.755 -1.115 -1.621 0.208
H -1.193 1.480 -1.896 0.210
H 0.010 0.751 -2.964 0.215
H 0.530 1.692 -1.565 0.204
H -0.292 0.968 2.151 0.209
H -1.585 1.479 1.054 0.211
H 0.102 1.799 0.643 0.212
H -1.388 -2.265 0.462 0.207
H -1.101 -1.529 2.048 0.205
H -2.470 -0.989 1.060 0.205

---

2.
134
Properties=species:S:1:pos:R:3:lowdin_charge:R:1 method="wB97M-V/def2-TZVPD" mol_weight_g_mol=855.95 gap_ha=0.3049 homo_ev=-8.9 smiles="CCOOC(=O)OP(=N)(O)O.COCCOCCOC.COCCOCCOC.COCCOCCOC.COCCOCCOC.COCCOCCOC" fmax_ev_per_a=9.355
C 2.999 4.546 -3.261 -0.094
C 3.889 3.179 -2.889 -0.144
O 3.126 2.057 -3.530 -0.172
O 2.184 1.805 -2.665 -0.067
C 0.879 1.558 -3.363 -0.244
O 0.887 1.209 -4.656 0.038
O -0.324 1.673 -2.517 -0.145
P -1.430 2.884 -3.104 0.752
N -0.738 4.245 -3.640 -0.200
O -2.398 2.256 -4.447 -0.210
O -2.515 3.258 -1.769 -0.212
H 2.072 4.612 -2.549 0.068
H 2.605 4.350 -4.369 0.100
H 3.681 5.499 -3.254 0.079
H 4.995 3.258 -3.294 0.140
H 3.844 2.986 -1.725 0.137
H -1.073 5.064 -3.050 0.003
H -2.156 2.731 -5.299 0.096
H -2.449 4.239 -1.568 0.089
C -2.712 0.179 -0.630 -0.123
O -3.448 -0.790 0.100 -0.200
C -3.342 -0.640 1.514 -0.182
C -4.718 -0.716 2.189 -0.170
O -5.582 0.401 1.950 -0.131
C -6.081 0.564 0.616 -0.162
C -7.019 -0.548 0.127 -0.183
O -6.293 -1.751 -0.122 -0.208
C -6.961 -2.919 0.331 -0.109
H -1.656 -0.111 -0.672 0.086
H -3.112 0.213 -1.647 0.091
H -2.814 1.179 -0.195 0.071
H -2.854 0.309 1.782 0.124
H -2.721 -1.461 1.878 0.122
H -4.551 -0.726 3.271 0.125
H -5.227 -1.652 1.963 0.107
H -5.260 0.732 -0.079 0.108
H -6.656 1.496 0.635 0.119
H -7.476 -0.243 -0.820 0.126
H -7.810 -0.703 0.865 0.119
H -7.410 -2.774 1.317 0.084
H -6.218 -3.717 0.416 0.089
H -7.723 -3.215 -0.396 0.087
C 8.236 1.669 -3.533 -0.115
O 7.842 1.651 -2.170 -0.215
C 8.007 0.379 -1.546 -0.181
C 8.703 0.512 -0.184 -0.167
O 10.088 0.874 -0.234 -0.137
C 10.397 2.198 -0.687 -0.165
C 9.905 3.333 0.221 -0.180
O 8.487 3.467 0.142 -0.210
C 7.869 3.695 1.400 -0.110
H 7.437 1.252 -4.156 0.088
H 8.405 2.710 -3.822 0.089
H 9.169 1.119 -3.693 0.086
H 8.579 -0.310 -2.184 0.124
H 7.010 -0.038 -1.397 0.123
H 8.679 -0.474 0.292 0.127
H 8.155 1.173 0.485 0.107
H 10.067 2.336 -1.716 0.108
H 11.491 2.247 -0.712 0.120
H 10.340 4.280 -0.117 0.126
H 10.234 3.143 1.246 0.121
H 8.292 3.057 2.182 0.084
H 6.809 3.445 1.302 0.088
H 7.965 4.749 1.676 0.087
C -12.126 -8.384 2.136 -0.114
O -11.437 -8.417 0.896 -0.206
C -11.640 -7.251 0.099 -0.184
C -10.313 -6.712 -0.450 -0.169
O -9.441 -6.121 0.520 -0.134
C -8.853 -7.001 1.486 -0.167
C -7.878 -8.041 0.918 -0.183
O -8.579 -9.050 0.192 -0.209
C -7.938 -9.426 -1.017 -0.110
H -13.175 -8.663 1.985 0.088
H -11.658 -9.113 2.803 0.090
H -12.059 -7.400 2.612 0.085
H -12.150 -6.460 0.669 0.123
H -12.280 -7.541 -0.736 0.122
H -10.554 -5.905 -1.152 0.126
H -9.785 -7.462 -1.037 0.107
H -9.625 -7.466 2.098 0.106
H -8.285 -6.352 2.161 0.125
H -7.358 -8.538 1.744 0.124
H -7.138 -7.537 0.291 0.120
H -7.557 -8.558 -1.562 0.084
H -8.680 -9.920 -1.650 0.090
H -7.126 -10.128 -0.804 0.087
C 13.885 -0.492 3.047 -0.113
O 14.188 -0.959 1.741 -0.205
C 13.443 -0.305 0.716 -0.182
C 14.352 0.134 -0.440 -0.167
O 15.245 1.214 -0.144 -0.129
C 16.305 0.945 0.783 -0.168
C 17.347 -0.078 0.309 -0.184
O 16.799 -1.396 0.309 -0.209
C 17.166 -2.161 -0.829 -0.111
H 12.963 -0.964 3.406 0.088
H 14.709 -0.776 3.707 0.089
H 13.790 0.598 3.076 0.085
H 12.901 0.567 1.108 0.117
H 12.713 -1.024 0.341 0.124
H 13.705 0.505 -1.242 0.122
H 14.894 -0.708 -0.869 0.107
H 15.900 0.683 1.759 0.106
H 16.820 1.902 0.917 0.125
H 18.193 -0.079 1.002 0.124
H 17.706 0.207 -0.683 0.121
H 17.113 -1.573 -1.749 0.084
H 16.456 -2.988 -0.920 0.090
H 18.173 -2.567 -0.694 0.086
C -8.235 4.159 3.788 -0.108
O -9.026 4.911 2.880 -0.206
C -8.331 5.282 1.691 -0.184
C -9.170 4.990 0.440 -0.170
O -9.343 3.603 0.126 -0.132
C -10.146 2.829 1.026 -0.169
C -11.627 3.226 1.091 -0.183
O -11.788 4.471 1.768 -0.209
C -12.735 5.331 1.152 -0.111
H -7.592 4.833 4.366 0.088
H -8.909 3.638 4.472 0.090
H -7.630 3.407 3.272 0.082
H -7.364 4.765 1.614 0.122
H -8.143 6.356 1.751 0.121
H -8.637 5.416 -0.417 0.125
H -10.131 5.501 0.470 0.107
H -9.692 2.804 2.017 0.107
H -10.096 1.802 0.647 0.123
H -12.178 2.472 1.662 0.124
H -12.034 3.265 0.077 0.121
H -12.631 5.337 0.064 0.084
H -12.548 6.347 1.511 0.090
H -13.748 5.032 1.436 0.087

---

3.
14
Properties=species:S:1:pos:R:3:nbo_charge:R:1 method="wB97M-V/def2-TZVPD" mol_weight_g_mol=88.11 gap_ha=0.3508 homo_ev=-8.7 fmax_ev_per_a=3.577
O 2.049 0.748 -0.732 -0.709
C 1.413 -0.264 -0.031 -0.114
C -0.235 0.136 0.620 -0.305
C -0.895 0.816 -0.533 -0.072
O -1.443 -0.444 -0.977 -0.535
C -1.149 -1.041 0.297 -0.070
H 2.691 1.224 -0.193 0.481
H 1.319 -0.318 1.024 0.227
H 1.169 -1.051 -0.736 0.192
H -0.337 0.574 1.643 0.202
H -1.670 1.543 -0.277 0.165
H -0.173 1.249 -1.235 0.192
H -2.059 -1.140 0.916 0.173
H -0.680 -2.032 0.214 0.173

---

4.
89
Properties=species:S:1:pos:R:3:lowdin_charge:R:1 method="wB97M-V/def2-TZVPD" mol_weight_g_mol=455.69 gap_ha=0.1935 homo_ev=-3.0 fmax_ev_per_a=2.602 total_charge=-1
C -1.275 0.077 -1.323 -0.085
C -0.610 -0.919 -0.358 -0.654
C -0.093 -0.131 0.865 -0.084
O -1.420 -1.961 -0.016 -0.284
H -2.155 0.546 -0.879 0.046
H -1.624 -0.489 -2.188 0.057
H -0.589 0.895 -1.587 0.054
H 0.303 -1.320 -0.850 0.091
H 0.307 -0.776 1.651 0.062
H -0.919 0.469 1.258 0.047
H 0.721 0.528 0.530 0.043
C 0.450 -1.913 -6.322 -0.063
C 0.792 -1.861 -4.823 -0.489
C 0.742 -0.410 -4.302 -0.050
O -0.157 -2.637 -4.110 -0.042
H -0.574 -1.530 -6.405 0.073
H 0.531 -2.885 -6.800 0.071
H 1.048 -1.141 -6.818 0.070
H 1.791 -2.259 -4.648 0.111
H -0.233 0.020 -4.517 0.063
H 1.531 0.127 -4.840 0.075
H 1.018 -0.475 -3.251 0.069
H -1.026 -2.253 -4.266 0.082
C -3.180 1.583 -4.583 -0.058
C -4.470 1.541 -3.771 -0.498
C -5.483 0.525 -4.234 -0.060
O -4.136 1.293 -2.401 -0.048
H -3.367 1.740 -5.650 0.076
H -2.566 0.705 -4.400 0.063
H -2.628 2.488 -4.309 0.075
H -4.926 2.538 -3.840 0.127
H -5.018 -0.442 -4.449 0.082
H -6.013 0.829 -5.137 0.074
H -6.217 0.301 -3.460 0.080
H -3.744 2.110 -2.080 0.074
C -3.214 -2.061 4.690 -0.075
C -2.186 -2.007 3.569 -0.500
C -1.464 -3.346 3.381 -0.059
O -2.932 -1.810 2.356 -0.108
H -2.677 -1.865 5.627 0.069
H -3.766 -2.997 4.741 0.071
H -3.928 -1.239 4.611 0.068
H -1.563 -1.105 3.625 0.114
H -0.781 -3.516 4.225 0.069
H -0.905 -3.307 2.445 0.070
H -2.179 -4.165 3.357 0.076
H -2.325 -1.992 1.597 0.031
C 3.084 1.870 4.266 -0.067
C 1.817 2.359 4.920 -0.495
C 0.622 2.089 4.000 -0.049
O 1.661 1.665 6.160 -0.052
H 3.936 2.100 4.911 0.079
H 3.284 2.402 3.333 0.079
H 3.078 0.809 4.019 0.074
H 1.897 3.430 5.133 0.131
H 0.544 2.747 3.135 0.062
H -0.342 2.243 4.495 0.077
H 0.705 1.044 3.701 0.078
H 0.948 2.097 6.639 0.083
C 5.712 -0.373 2.057 -0.062
C 4.413 -0.736 1.371 -0.502
C 4.113 0.192 0.195 -0.046
O 4.382 -2.091 0.907 -0.049
H 5.655 0.685 2.313 0.075
H 6.565 -0.522 1.392 0.083
H 5.871 -1.004 2.934 0.078
H 3.552 -0.652 2.049 0.125
H 3.231 -0.132 -0.355 0.071
H 4.960 0.177 -0.500 0.082
H 4.023 1.210 0.574 0.072
H 4.772 -2.597 1.629 0.083
C -3.101 1.737 2.244 -0.156
O -3.723 1.625 0.968 -0.108
H -3.783 2.243 2.942 0.073
H -2.742 0.822 2.708 0.059
H -2.262 2.434 2.114 0.063
H -3.448 2.406 0.490 0.050
C 3.403 -2.960 -2.514 -0.196
O 2.247 -3.221 -1.757 -0.101
H 4.348 -3.084 -1.975 0.068
H 3.499 -3.685 -3.324 0.073
H 3.363 -1.962 -2.964 0.065
H 2.291 -2.711 -0.941 0.060
C 0.685 3.415 0.226 -0.167
O 0.036 4.657 -0.013 -0.124
H 0.855 2.902 -0.727 0.074
H 1.703 3.598 0.578 0.075
H 0.148 2.787 0.932 0.043
H -0.893 4.486 -0.178 0.063

---

5.
19
Properties=species:S:1:pos:R:3:nbo_charge:R:1 method="wB97M-V/def2-TZVPD" mol_weight_g_mol=146.69 gap_ha="0.2688 / 0.2689" homo_ev="-8.5 / -8.5" fmax_ev_per_a=4.372
C 1.387 -0.163 1.788 -0.211
C 2.765 0.013 3.385 0.039
C 0.273 -0.570 1.139 -0.758
C 1.044 0.599 -1.690 -1.066
C -1.567 1.541 -0.265 -1.081
C -1.289 -1.545 -1.175 -1.076
Si -0.376 -0.001 -0.495 1.573
Cl 2.051 -0.886 4.543 0.097
H 2.143 0.515 1.275 0.156
H -0.198 -1.448 1.711 0.224
H 1.740 1.317 -1.295 0.238
H 1.595 -0.178 -2.132 0.229
H 0.516 1.018 -2.549 0.229
H -1.631 1.682 0.818 0.236
H -1.361 2.545 -0.767 0.244
H -2.551 1.231 -0.523 0.229
H -0.724 -2.395 -1.013 0.231
H -2.288 -1.784 -0.554 0.233
H -1.528 -1.490 -2.202 0.233

---

6.
11
Properties=species:S:1:pos:R:3:nbo_charge:R:1 method="wB97M-V/def2-TZVPD" mol_weight_g_mol=92.10 gap_ha=0.3530 homo_ev=-9.7 fmax_ev_per_a=1.504
C -0.476 2.782 1.271 0.237
C -0.429 1.625 0.698 -0.616
C 0.062 0.308 0.336 -0.178
C 0.700 -0.004 -0.841 -0.035
N 0.637 -1.347 -0.939 -0.321
N -0.022 -1.931 0.071 -0.244
C -0.396 -0.926 0.845 -0.041
H -1.351 1.619 0.079 0.337
H 1.139 0.629 -1.602 0.230
H 1.019 -1.922 -1.670 0.412
H -0.998 -1.094 1.731 0.219

---

7.
106
Properties=species:S:1:pos:R:3:lowdin_charge:R:1 method="wB97M-V/def2-TZVPD" mol_weight_g_mol=685.27 gap_ha="0.2345 / 0.2857" spin_multiplicity=2 homo_ev="-5.9 / -8.1" fmax_ev_per_a=5.416 s2=0.75
Cd -1.870 -19.376 -50.612 1.135
C -2.773 -21.751 -47.581 0.007
C -2.626 -21.027 -48.898 -0.833
O -2.979 -19.875 -48.896 -0.156
O -2.166 -21.577 -49.903 -0.176
H -3.829 -21.889 -47.351 0.078
H -2.262 -21.232 -46.770 0.077
H -2.245 -22.704 -47.641 0.070
C -2.144 -15.113 -49.562 -0.037
C -2.954 -16.488 -49.750 -0.376
C -4.405 -16.445 -50.189 -0.243
O -5.090 -15.745 -49.187 -0.144
C -6.455 -16.025 -49.456 -0.128
N -2.118 -17.270 -50.716 -0.115
H -2.443 -14.449 -48.751 0.076
H -2.152 -14.642 -50.545 0.074
H -1.086 -15.208 -49.318 0.069
H -2.968 -16.915 -48.747 0.124
H -4.591 -17.519 -50.224 0.119
H -4.461 -16.007 -51.185 0.135
H -6.933 -15.486 -50.274 0.089
H -6.930 -15.450 -48.660 0.090
H -6.875 -17.030 -49.416 0.095
H -2.218 -16.789 -51.599 0.070
H -1.176 -16.931 -50.585 0.040
C 0.932 -23.834 -48.840 -0.055
C 1.505 -22.497 -49.254 -0.435
C 3.020 -22.528 -49.482 -0.198
O 3.582 -21.283 -49.943 -0.183
C 4.989 -21.253 -49.957 -0.128
N 0.861 -22.007 -50.467 0.040
H -0.123 -23.791 -49.112 0.072
H 1.000 -23.952 -47.758 0.053
H 1.472 -24.638 -49.340 0.080
H 1.280 -21.804 -48.443 0.134
H 3.296 -23.396 -50.081 0.120
H 3.486 -22.803 -48.536 0.116
H 5.294 -20.215 -50.092 0.088
H 5.441 -21.888 -50.719 0.081
H 5.371 -21.667 -49.024 0.077
H 0.954 -22.541 -51.319 0.074
H -0.106 -21.788 -50.270 -0.011
C -5.498 -17.789 -46.294 -0.027
C -5.314 -19.371 -46.205 -0.428
C -5.751 -19.850 -44.807 -0.153
O -4.641 -19.757 -43.838 -0.179
C -4.923 -20.341 -42.598 -0.149
N -6.057 -19.887 -47.322 0.033
H -5.221 -17.308 -45.355 0.077
H -6.545 -17.589 -46.525 0.073
H -4.950 -17.419 -47.160 0.048
H -4.303 -19.731 -46.401 0.105
H -6.035 -20.899 -44.895 0.116
H -6.655 -19.299 -44.547 0.123
H -5.858 -19.995 -42.158 0.079
H -4.212 -20.134 -41.799 0.086
H -5.060 -21.421 -42.641 0.077
H -5.531 -19.509 -48.098 0.053
H -5.821 -20.868 -47.370 0.057
C -2.560 -24.069 -54.390 -0.092
C -2.982 -23.678 -53.031 -0.449
C -3.579 -24.923 -52.192 -0.176
O -4.886 -25.322 -52.467 -0.180
C -5.915 -24.345 -52.447 -0.114
N -1.791 -23.107 -52.414 0.039
H -2.469 -23.136 -54.947 0.078
H -3.343 -24.655 -54.872 0.081
H -1.631 -24.638 -54.366 0.085
H -3.726 -22.892 -53.155 0.119
H -3.635 -24.665 -51.135 0.108
H -2.829 -25.713 -52.158 0.125
H -5.789 -23.514 -51.753 0.083
H -6.856 -24.859 -52.254 0.086
H -6.066 -23.798 -53.378 0.077
H -1.526 -22.288 -52.942 0.060
H -2.072 -22.800 -51.494 0.015
C 1.048 -26.057 -41.546 -0.045
C 0.206 -25.520 -42.715 -0.505
C -1.209 -25.453 -42.032 -0.178
C -2.279 -24.780 -42.838 -0.186
C -1.876 -23.296 -43.132 -0.107
C -0.439 -23.210 -43.795 -0.468
N 0.581 -24.100 -43.119 -0.045
O 1.927 -24.089 -43.685 -0.022
C -0.712 -23.469 -45.278 -0.049
C 0.080 -21.789 -43.734 -0.050
C 0.121 -26.599 -43.751 -0.041
H 1.970 -26.287 -42.080 0.074
H 0.604 -26.943 -41.092 0.091
H 1.199 -25.245 -40.834 0.087
H -1.699 -26.391 -41.770 0.119
H -1.028 -24.875 -41.125 0.117
H -3.209 -24.821 -42.271 0.107
H -2.509 -25.313 -43.760 0.105
H -1.964 -22.663 -42.249 0.109
H -2.629 -22.851 -43.782 0.106
H -1.271 -24.374 -45.519 0.083
H -1.256 -22.640 -45.731 0.038
H 0.230 -23.458 -45.826 0.070
H 1.109 -21.680 -44.077 0.077
H -0.529 -21.131 -44.355 0.083
H 0.177 -21.363 -42.736 0.084
H 1.157 -26.850 -43.979 0.083
H -0.349 -26.373 -44.708 0.076
H -0.457 -27.406 -43.300 0.090
H 2.428 -23.561 -43.059 0.092

---

8.
21
Properties=species:S:1:pos:R:3:nbo_charge:R:1 method="wB97M-V/def2-TZVPD" mol_weight_g_mol=110.16 gap_ha=0.3556 homo_ev=-9.0 smiles=CCNCN.O.O fmax_ev_per_a=4.533
C 0.739 1.739 0.959 -0.637
C 1.598 1.001 -0.073 -0.210
N 0.855 0.366 -1.196 -0.687
C -0.509 -0.161 -0.788 -0.056
N -0.969 -1.119 -1.877 -0.890
H 0.676 2.772 0.795 0.225
H 1.112 1.706 1.949 0.214
H -0.153 1.151 1.156 0.212
H 2.290 1.596 -0.596 0.205
H 2.104 0.168 0.717 0.153
H 1.196 -0.492 -1.667 0.401
H -1.171 0.671 -0.611 0.187
H -0.380 -0.546 0.151 0.157
H -1.277 -0.609 -2.708 0.382
H -1.527 -1.909 -1.558 0.383
O -1.176 -4.914 3.793 -0.941
H -2.095 -4.583 3.913 0.470
H -0.603 -4.236 4.255 0.471
O -0.504 2.607 -1.924 -0.990
H -0.410 2.854 -2.912 0.463
H 0.205 1.937 -1.781 0.488